[1]
The following is a quantum chemistry calculation of a 3-piece molecular cluster, C18H46N8O2P3 overall, from the OMol25 dataset.

The geometry in XYZ format:
```
77
Properties=species:S:1:pos:R:3:lowdin_charge:R:1
N 0.7320 0.9802 3.6600 -0.02
C 0.3310 2.4277 3.5365 -0.38
P -1.1510 2.8722 4.6586 1.07
C -2.7719 2.1693 4.0442 -0.34
C -3.5972 2.7548 2.8332 -0.02
C -4.8795 1.9889 2.4735 -0.11
N -5.4804 0.8506 3.0611 0.04
C -4.7751 0.2772 4.1478 -0.08
C -3.4634 0.9033 4.6436 -0.05
H 0.4804 0.5309 2.7689 0.06
H 0.2211 0.5189 4.4247 0.06
H 0.1682 2.7206 2.4466 0.08
H 1.2086 3.0457 3.9402 0.11
H -0.8807 2.2618 5.9359 0.05
H -1.2463 4.2937 4.7669 0.04
H -3.2174 3.6735 2.2578 0.11
H -5.4515 2.4210 1.5702 0.12
H -5.1891 -0.6627 4.6501 0.13
H -2.9461 0.3952 5.5358 0.10
O 2.1526 3.2372 0.6466 -0.35
P 2.9330 2.7059 -0.5744 0.80
N 3.1596 4.3018 -1.1858 -0.31
C 2.9775 4.8140 -2.5320 -0.11
C 4.1306 5.1090 -0.4509 -0.14
N 1.4777 1.9776 -1.2204 -0.32
C 0.6360 2.6347 -2.2135 -0.15
C 0.5539 1.4678 -0.1870 -0.17
N 3.8563 2.0415 -1.9216 -0.30
C 5.2876 2.3306 -1.9558 -0.13
C 3.3950 1.4376 -3.1552 -0.12
H 3.7645 4.4918 -3.2239 0.07
H 2.9859 5.9093 -2.5294 0.09
H 2.0145 4.5682 -2.9576 0.05
H 5.1582 4.7923 -0.6546 0.06
H 3.9691 5.0334 0.6269 0.07
H 4.0521 6.1738 -0.6881 0.08
H 0.2533 3.5955 -1.8551 0.09
H -0.2258 2.0070 -2.4739 0.08
H 1.1465 2.7786 -3.1631 0.05
H -0.0352 2.2821 0.2680 0.06
H 1.1003 0.9358 0.5995 0.06
H -0.1553 0.7520 -0.6120 0.07
H 5.4996 3.2698 -2.4839 0.08
H 5.8573 1.5357 -2.4495 0.09
H 5.6842 2.4068 -0.9426 0.08
H 3.1144 2.1947 -3.8923 0.08
H 2.5654 0.7464 -3.0012 0.08
H 4.1752 0.8235 -3.6181 0.08
O -0.2211 -3.3075 1.1233 -0.33
P -0.5919 -3.4843 -0.3642 0.78
N -2.2752 -3.4069 0.0101 -0.31
C -3.3653 -4.2529 -0.4402 -0.12
C -2.7639 -2.0788 0.3677 -0.15
N -0.0163 -5.1371 -0.3591 -0.33
C -0.8902 -6.2859 -0.1515 -0.15
C 1.1458 -5.3698 0.5220 -0.16
N -0.9803 -3.6301 -2.0793 -0.31
C -1.5563 -2.4594 -2.7344 -0.14
C -1.0453 -4.8088 -2.9191 -0.12
H -3.6416 -4.0763 -1.4865 0.07
H -4.2638 -4.0725 0.1604 0.09
H -3.1744 -5.3079 -0.3013 0.05
H -2.8405 -1.4249 -0.5077 0.06
H -2.0963 -1.5943 1.0848 0.06
H -3.7448 -2.1116 0.8515 0.08
H -1.4059 -6.2397 0.8127 0.09
H -0.3194 -7.2223 -0.1814 0.09
H -1.6211 -6.4038 -0.9491 0.05
H 0.8445 -5.4606 1.5774 0.08
H 1.8778 -4.5614 0.4262 0.07
H 1.6626 -6.2933 0.2479 0.08
H -2.6516 -2.4458 -2.6528 0.08
H -1.3017 -2.4155 -3.7994 0.08
H -1.1651 -1.5434 -2.2885 0.06
H -1.9929 -5.3395 -2.7940 0.08
H -0.2134 -5.4932 -2.7488 0.09
H -0.9688 -4.5500 -3.9810 0.08
```

Values from the calculation:
Frontier orbital gap: 5.537 eV
Highest occupied orbital energy: -9.66 eV
Total charge: +1
E_LUMO: -4.1 eV

[2]
The following is a quantum chemistry calculation of C18H47AsCrF6O16S5 as an isolated structure, from the OMol25 dataset.

The geometry in XYZ format:
```
94
Properties=species:S:1:pos:R:3:lowdin_charge:R:1
Cr 0.2458 0.0206 -0.5466 0.80
C 0.6144 -4.3719 -0.6753 0.02
C -0.1445 -3.3669 0.2205 -0.45
C -0.0546 -3.7471 1.6851 -0.01
O 0.2689 -2.0192 0.0046 0.01
H 0.2130 -5.3641 -0.4691 0.10
H 1.6735 -4.2650 -0.4410 0.07
H 0.5155 -4.0270 -1.7046 0.08
H -1.2008 -3.5241 0.0019 0.11
H 0.8744 -3.5344 2.2140 0.09
H -0.2330 -4.8195 1.7646 0.10
H -0.8754 -3.2142 2.1651 0.09
As 1.6076 -0.8658 -4.0351 1.04
F 3.2014 -1.4273 -3.3472 -0.27
F 2.1187 -1.0733 -5.7963 -0.28
F 0.0455 -0.2580 -4.5942 -0.27
F 0.9316 -0.6623 -2.3838 -0.33
F 2.1554 0.9230 -3.9899 -0.29
F 0.9254 -2.5873 -4.0799 -0.30
O 0.6620 4.2661 -2.3961 -0.25
S -0.0467 3.3250 -1.4931 0.82
O 0.3703 1.9411 -1.2909 -0.35
O -0.2832 4.1077 0.0196 -0.29
C 0.0817 5.4764 0.1323 -0.31
C -0.5843 5.9554 1.3729 -0.06
C -1.9059 3.2732 -1.9043 -0.04
H -0.2047 6.0848 -0.7256 0.12
H 1.1715 5.4973 0.1256 0.12
H -0.4294 5.2782 2.2128 0.07
H -1.6627 6.0172 1.2274 0.09
H -0.2127 6.9713 1.5072 0.10
H -2.4486 2.5476 -1.2984 0.04
H -2.0633 3.1017 -2.9692 0.08
H -2.3600 4.2384 -1.6802 0.07
O 2.6470 0.1022 -0.6878 -0.34
S 4.0321 -0.0048 -0.2235 0.70
O 4.6129 1.0382 0.5990 -0.27
O 4.3885 -1.4480 0.4479 -0.26
C 3.7825 -2.6354 -0.0022 -0.28
C 4.8132 -3.7842 0.0240 -0.03
C 5.0516 -0.2028 -1.7252 -0.07
H 3.3835 -2.4627 -1.0018 0.10
H 2.8588 -2.7294 0.5689 0.10
H 5.3973 -3.8988 0.9372 0.08
H 5.6778 -3.7195 -0.6367 0.08
H 4.2905 -4.7291 -0.1246 0.08
H 4.5072 0.2581 -2.5494 0.06
H 5.0349 -1.2803 -1.8894 0.05
H 6.0577 0.1460 -1.4923 0.08
O 1.0191 0.9242 1.2683 -0.36
S 1.5209 1.2685 2.5917 0.74
O 0.7852 1.1414 3.8420 -0.27
O 2.9759 0.4688 2.8006 -0.27
C 3.6575 0.5725 4.0301 -0.28
C 4.9214 -0.2825 3.9576 -0.04
C 2.1521 2.9970 2.4945 -0.05
H 3.1367 0.1819 4.9043 0.12
H 3.9081 1.6250 4.1626 0.12
H 5.6222 0.4481 3.5537 0.08
H 4.9441 -1.0675 3.2017 0.07
H 5.3514 -0.6488 4.8898 0.09
H 2.3181 3.4062 3.4911 0.08
H 1.4676 3.6502 1.9533 0.05
H 3.0967 2.8404 1.9736 0.07
O -3.2676 -0.3334 2.3562 -0.28
S -2.7397 0.8439 1.6625 0.71
O -1.5365 0.6520 0.8463 -0.34
O -3.9162 1.5425 0.7264 -0.26
C -5.2687 1.4177 1.1432 -0.28
C -6.3188 1.2649 0.0608 -0.05
C -2.5069 2.1444 2.8958 -0.07
H -5.5409 2.2864 1.7427 0.12
H -5.3260 0.5774 1.8352 0.11
H -6.0798 0.3012 -0.3889 0.06
H -6.3363 1.9755 -0.7656 0.08
H -7.3427 1.3317 0.4285 0.09
H -3.4939 2.4707 3.2239 0.08
H -1.9662 2.9537 2.4052 0.07
H -1.9476 1.6953 3.7165 0.07
O -4.0798 0.1896 -2.0360 -0.29
S -2.8290 -0.6035 -2.1463 0.74
O -1.5202 0.0067 -1.8796 -0.35
O -3.0839 -1.9059 -1.1912 -0.26
C -4.3254 -2.5657 -1.2664 -0.31
C -3.9935 -4.0026 -1.2795 -0.07
C -2.8184 -1.4266 -3.7667 -0.06
H -5.0075 -2.3623 -2.0918 0.13
H -4.8785 -2.3795 -0.3458 0.13
H -3.4678 -4.4235 -0.4224 0.08
H -3.4375 -4.2120 -2.1933 0.09
H -4.8860 -4.6155 -1.4064 0.09
H -2.5024 -0.7810 -4.5861 0.08
H -3.8165 -1.8498 -3.8802 0.07
H -2.1448 -2.2648 -3.5885 0.07
```

Values from the calculation:
Frontier orbital gap (alpha / beta): 9.475 / 7.320 eV
Highest occupied orbital energy (alpha / beta): -11.89 / -13.26 eV
Total charge: +1
E_LUMO (alpha / beta): -2.4 / -5.9 eV
Spin multiplicity: 6
Expectation value of S²: 8.757

[3]
The following is a quantum chemistry calculation of a 7-piece molecular cluster, C18H47BBrNO8 overall, from the OMol25 dataset.

The geometry in XYZ format:
```
76
Properties=species:S:1:pos:R:3:lowdin_charge:R:1
C 1.0016 0.0994 1.6574 -0.09
N 0.9778 0.3367 0.2190 -0.17
C 0.7791 1.7417 -0.1096 -0.07
C 0.0934 -0.5304 -0.4811 -0.45
O 0.4186 -1.0184 -1.5423 0.10
C -1.2747 -0.8009 0.1121 -0.05
B -2.2526 0.4212 0.1246 -0.11
C -3.4703 0.4850 1.1343 -0.14
C -3.7975 1.9016 1.5024 -0.83
O -4.0229 2.7963 0.7550 0.03
Br -3.8247 2.2304 3.4291 0.72
H 0.0931 0.4257 2.1888 0.08
H 1.8393 0.6630 2.0840 0.09
H 1.2054 -0.9558 1.8558 0.08
H 1.6602 2.3104 0.1977 0.09
H 0.6334 1.8599 -1.1873 0.10
H -0.0997 2.1759 0.4008 0.08
H -1.2216 -1.2759 1.0982 0.11
H -1.7491 -1.5291 -0.5674 0.14
H -2.1447 1.2616 -0.7121 0.10
H -3.2780 -0.1150 2.0262 0.09
H -4.3420 0.0762 0.5982 0.14
C 0.6497 1.0840 5.8564 -0.09
C -0.6726 0.4353 5.4983 -0.31
O -0.5290 -0.5462 4.4709 -0.10
H 1.1017 1.5356 4.9725 0.07
H 0.5199 1.8570 6.6140 0.07
H 1.3572 0.3493 6.2464 0.08
H -1.3618 1.1759 5.0947 0.07
H -1.1349 -0.0155 6.3826 0.11
H 0.0846 -1.2167 4.7877 0.08
C -6.8302 3.4303 -2.4004 -0.09
C -7.4840 3.0318 -1.0911 -0.32
O -6.9236 1.8397 -0.5501 -0.09
H -6.9220 2.6260 -3.1310 0.07
H -7.2926 4.3294 -2.8103 0.07
H -5.7667 3.6321 -2.2529 0.07
H -8.5421 2.8195 -1.2401 0.11
H -7.4046 3.8457 -0.3627 0.11
H -5.9886 2.0095 -0.3868 0.04
C 2.3675 -2.7961 -3.6286 -0.09
C 2.2315 -1.9320 -4.8650 -0.32
O 3.3651 -2.0324 -5.7275 -0.09
H 3.2637 -2.5162 -3.0734 0.08
H 1.5039 -2.6771 -2.9770 0.05
H 2.4589 -3.8515 -3.9020 0.07
H 2.1545 -0.8824 -4.5873 0.11
H 1.3212 -2.2000 -5.4140 0.09
H 3.4630 -2.9556 -5.9804 0.07
C -0.9494 -2.5478 -7.8358 -0.09
C -0.3583 -3.9116 -8.1340 -0.33
O 0.8989 -3.8143 -8.7959 -0.08
H -1.0638 -1.9722 -8.7545 0.08
H -1.9228 -2.6329 -7.3508 0.07
H -0.2847 -1.9855 -7.1756 0.06
H -1.0037 -4.4754 -8.8062 0.11
H -0.2528 -4.4906 -7.2094 0.11
H 1.4944 -3.3073 -8.2345 0.07
C 3.3050 4.3011 4.4309 -0.09
C 2.7352 4.1465 5.8283 -0.33
O 3.1973 2.9630 6.4719 -0.09
H 3.0522 3.4334 3.8201 0.07
H 2.9136 5.1964 3.9458 0.07
H 4.3941 4.3813 4.4632 0.07
H 1.6503 4.0548 5.7875 0.10
H 2.9727 5.0241 6.4389 0.11
H 4.1556 3.0160 6.5397 0.08
C 5.1420 -3.7634 1.6754 -0.09
C 3.6597 -3.4448 1.7205 -0.32
O 3.3977 -2.0577 1.5320 -0.09
H 5.6769 -3.1900 2.4328 0.07
H 5.3191 -4.8255 1.8505 0.07
H 5.5621 -3.5058 0.7005 0.07
H 3.2467 -3.6932 2.6980 0.11
H 3.1200 -4.0328 0.9702 0.11
H 3.7283 -1.8044 0.6638 0.09
```

Values from the calculation:
Frontier orbital gap: 9.089 eV
Highest occupied orbital energy: -9.12 eV
E_LUMO: 0.0 eV
SMILES: CN(C)C(=O)CBCC(=O)Br.CCO.CCO.CCO.CCO.CCO.CCO

Number 1: F_max 0.16264 hartree/bohr. Number 2: F_max 0.07804 hartree/bohr. Number 3: F_max 0.01354 hartree/bohr.